Density functional theory data (wB97M-V/def2-TZVPD) for a molecular structure, C34H62BNO5ReSSi3 at a distorted geometry.

Results
- Charge: 0
- Frontier orbital gap (alpha / beta): 6.918 / 7.077 eV
- Electronic energy: -85274.7355 eV
- F_max: 1.1 eV/A
- 2S+1: 2

Element x y z (Å)
Re -0.670 0.961 0.326
C 0.499 5.334 2.317
Si -0.097 3.581 2.124
C 1.188 2.447 2.861
C -1.564 3.386 3.264
C -0.673 3.143 0.351
C -2.176 3.224 0.438
C -2.999 4.349 0.426
C -4.358 4.191 0.630
C -4.884 2.922 0.853
C -4.019 1.849 0.848
N -2.710 2.003 0.630
Si 0.070 4.004 -1.182
C 1.368 5.286 -0.820
C -1.299 4.905 -2.096
C 0.796 2.850 -2.476
H 0.493 5.586 3.384
H -0.151 6.048 1.799
H 1.517 5.466 1.943
H 1.214 2.661 3.935
H 2.192 2.607 2.459
H 0.943 1.383 2.757
H -1.225 3.540 4.294
H -1.988 2.377 3.201
H -2.369 4.101 3.061
H -2.563 5.330 0.289
H -5.010 5.055 0.632
H -5.939 2.770 1.032
H -4.366 0.838 1.022
H 0.983 6.131 -0.245
H 1.732 5.668 -1.782
H 2.218 4.856 -0.282
H -1.610 5.839 -1.615
H -2.193 4.286 -2.235
H -0.911 5.157 -3.089
H 1.887 2.923 -2.486
H 0.420 3.124 -3.467
H 0.547 1.803 -2.290
O 2.205 2.212 -0.208
B 1.455 1.061 0.167
O 2.386 0.095 0.635
C 3.636 0.657 0.541
C 4.849 0.113 0.891
C 5.977 0.919 0.705
C 5.868 2.207 0.192
C 4.625 2.743 -0.157
C 3.529 1.934 0.032
H 4.919 -0.891 1.295
H 6.954 0.533 0.968
H 6.761 2.807 0.061
H 4.525 3.745 -0.558
C -2.653 -3.931 -1.498
C -2.184 -4.494 -0.162
C -3.371 -4.950 0.669
C -1.207 -5.647 -0.362
O -1.572 -3.433 0.591
Si -0.101 -2.714 0.540
S -0.563 -0.947 1.670
O 1.066 -3.555 1.288
C 1.306 -4.047 2.619
C 0.062 -3.929 3.491
C 2.443 -3.213 3.186
C 1.717 -5.501 2.482
O 0.332 -2.560 -1.020
C 1.469 -2.636 -1.905
C 1.190 -3.765 -2.887
C 2.770 -2.911 -1.161
C 1.531 -1.313 -2.651
H -3.128 -4.712 -2.097
H -1.808 -3.520 -2.056
H -3.377 -3.130 -1.331
H -3.925 -5.737 0.150
H -4.041 -4.108 0.853
H -3.030 -5.339 1.633
H -1.674 -6.440 -0.950
H -0.906 -6.063 0.604
H -0.311 -5.312 -0.887
H -0.201 -2.884 3.661
H 0.242 -4.403 4.459
H -0.790 -4.424 3.015
H 2.142 -2.164 3.244
H 3.318 -3.287 2.535
H 2.717 -3.560 4.185
H 0.876 -6.109 2.138
H 2.058 -5.892 3.443
H 2.530 -5.592 1.757
H 1.254 -4.737 -2.394
H 1.923 -3.746 -3.699
H 0.193 -3.652 -3.318
H 2.736 -3.884 -0.665
H 2.953 -2.149 -0.405
H 3.597 -2.906 -1.875
H 0.639 -1.179 -3.271
H 2.411 -1.286 -3.300
H 1.589 -0.480 -1.950
C -3.807 0.497 -2.302
C -2.331 0.891 -2.329
C -1.799 0.751 -3.755
C -1.510 0.018 -1.351
H -4.400 1.130 -2.970
H -4.228 0.578 -1.298
H -3.922 -0.542 -2.630
H -2.271 1.950 -2.043
H -1.929 -0.281 -4.098
H -0.740 0.993 -3.826
H -2.344 1.405 -4.442
H -0.754 -0.575 -1.867
H -2.166 -0.696 -0.831

Density functional theory data (wB97M-V/def2-TZVPD) for C20H17BrN4O2 in the gas phase at a distorted geometry.

Results
- Charge: 0
- Frontier orbital gap: 8.061 eV
- Electronic energy: -101112.9093 eV
- F_max: 4.1 eV/A
- Energy above the lowest of the compared OMol25 structures with the same formula, charge and spin: 0.00 kcal per mole
- SMILES: C=CC(=O)NCCOc1cccc2[nH]c(-c3n[nH]c4cc(Br)ccc34)cc12

Element x y z (Å)
C -3.537 4.098 -2.157
C -2.429 3.571 -1.551
C -2.200 3.628 -0.119
O -3.005 4.174 0.642
N -1.145 3.026 0.489
C -0.699 3.233 1.876
C 0.412 2.218 2.260
O 1.640 2.408 1.533
C 1.568 2.108 0.222
C 1.687 3.178 -0.696
C 1.564 2.970 -2.082
C 1.335 1.685 -2.580
C 1.225 0.627 -1.653
N 0.979 -0.704 -1.889
C 0.913 -1.399 -0.690
C 0.676 -2.839 -0.624
N 0.398 -3.458 -1.743
N 0.082 -4.770 -1.420
C 0.215 -4.975 -0.075
C -0.053 -6.131 0.703
C 0.129 -6.021 2.097
Br -0.351 -7.407 3.289
C 0.561 -4.824 2.659
C 0.746 -3.656 1.889
C 0.593 -3.769 0.493
C 1.039 -0.506 0.342
C 1.307 0.833 -0.265
H -3.676 4.009 -3.210
H -4.358 4.548 -1.586
H -1.700 3.083 -2.138
H -0.550 2.522 -0.137
H -1.535 3.118 2.586
H -0.339 4.233 1.981
H 0.631 2.375 3.324
H -0.023 1.200 2.092
H 2.009 4.144 -0.314
H 1.727 3.789 -2.773
H 1.203 1.521 -3.659
H 0.741 -1.127 -2.823
H -0.203 -5.500 -2.081
H -0.393 -7.028 0.246
H 0.703 -4.736 3.711
H 1.026 -2.725 2.418
H 1.087 -0.724 1.413

Density functional theory data (wB97M-V/def2-TZVPD) for C4H7NO3 in the gas phase at a distorted geometry.

Results
- Charge: 0
- Frontier orbital gap: 8.609 eV
- Electronic energy: -11886.7296 eV
- F_max: 3.7 eV/A
- Energy above the lowest of the compared OMol25 structures with the same formula, charge and spin: 197.12 kcal per mole
- SMILES: C[C@@]1(ONO)CC1=O

Element x y z (Å)
C -0.908 1.683 0.562
C -0.439 0.389 -0.041
O -1.088 -0.774 0.371
N 0.074 -1.611 0.849
O 0.781 -2.611 0.210
C 0.251 0.263 -1.404
C 1.064 0.061 -0.177
O 2.175 0.277 0.237
H -1.898 1.944 0.186
H -0.201 2.477 0.324
H -0.963 1.592 1.647
H 0.480 -1.352 1.748
H 0.260 -2.933 -0.540
H 0.447 1.176 -1.949
H -0.035 -0.579 -2.022

Density functional theory data (wB97M-V/def2-TZVPD) for a molecular structure, C5H5P at a distorted geometry.

Results
- Charge: 0
- Frontier orbital gap (alpha / beta): 7.169 / 6.597 eV
- Electronic energy: -14548.8117 eV
- F_max: 4.9 eV/A
- Energy above the lowest of the compared OMol25 structures with the same formula, charge and spin: 82.09 kcal per mole

Element x y z (Å)
C -1.230 0.982 0.071
C -1.175 -0.421 0.311
C 0.076 1.419 -0.169
C 0.167 -0.824 0.173
C 0.899 0.273 -0.119
P 3.334 0.015 -0.029
H -2.187 1.580 -0.248
H -1.911 -1.151 0.511
H 0.305 2.443 -0.199
H 0.645 -1.804 0.302
H 2.775 -1.082 0.469

Density functional theory data (wB97M-V/def2-TZVPD) for 2 unconnected molecules or ions with the total composition C4H7FS2 at a distorted geometry.

Results
- Charge: 0
- Frontier orbital gap (alpha / beta): 10.709 / 4.146 eV
- Electronic energy: -28644.6462 eV
- F_max: 3.6 eV/A
- Energy above the lowest of the compared OMol25 structures with the same formula, charge and spin: 100.38 kcal per mole

Element x y z (Å)
C 0.666 0.439 2.271
C 1.100 0.012 1.138
C 0.765 0.512 -0.239
C -1.500 1.026 -1.699
F -2.744 1.346 -1.860
S -0.439 -2.805 -0.945
S -0.929 1.296 -0.151
H 0.983 -0.090 3.166
H -0.138 1.226 2.341
H 1.750 -0.805 1.126
H 1.001 -0.215 -0.993
H 1.487 1.253 -0.484
H -0.942 0.766 -2.653
H -1.060 -3.961 -1.017

Density functional theory data (wB97M-V/def2-TZVPD) for 2 unconnected molecules or ions with the total composition C11H15N at a distorted geometry.

Results
- Charge: -1
- Frontier orbital gap (alpha / beta): 3.334 / 6.541 eV
- Electronic energy: -13137.6187 eV
- F_max: 4.6 eV/A
- Energy above the lowest of the compared OMol25 structures with the same formula, charge and spin: 44.86 kcal per mole
- 2S+1: 2

Element x y z (Å)
C -0.440 -0.253 2.855
C -1.656 -0.886 2.163
H -0.380 0.789 2.720
H -0.562 -0.497 4.003
H 0.502 -0.729 2.568
H -1.812 -2.039 2.254
H -1.424 -0.567 1.109
H -2.645 -0.530 2.433
C -1.918 0.929 -2.315
C 0.299 0.105 -1.221
C -0.633 1.096 -1.472
C 1.257 0.628 -0.287
C -0.375 2.183 -0.623
C 0.437 -1.178 -1.693
C 1.586 -1.797 -1.241
C 2.715 -1.208 -0.638
C 2.478 0.101 -0.041
N 0.747 1.928 0.155
H -0.438 -1.727 -2.079
H 1.491 -2.903 -1.543
H 3.572 -1.820 -0.483
H -2.425 0.086 -1.929
H -1.581 0.691 -3.257
H -0.954 3.071 -0.439
H 1.580 2.505 0.512
H 3.315 0.457 0.632
H -2.737 1.568 -2.142

Density functional theory data (wB97M-V/def2-TZVPD) for a molecular structure, C11H8BrNO4Sr at a distorted geometry.

Results
- Charge: +2
- Frontier orbital gap: 7.828 eV
- Electronic energy: -92079.0049 eV
- F_max: 5.0 eV/A

Element x y z (Å)
Sr -0.359 -0.392 0.508
C 0.056 1.568 2.360
O 0.213 2.317 3.204
C -0.042 2.081 -0.705
O 0.102 3.154 -1.086
C -2.948 0.361 0.041
O -4.087 0.464 -0.047
C 2.369 0.263 0.038
O 3.522 0.325 0.109
C 0.047 -2.119 -2.419
H 0.992 -2.644 -2.230
H -0.883 -2.688 -2.291
C 0.028 -0.865 -2.904
H -0.913 -0.359 -3.176
H 0.954 -0.310 -3.124
Br -0.393 -5.684 2.963
C 0.624 -4.064 2.920
C 1.699 -3.862 3.786
C 2.403 -2.662 3.721
C 1.998 -1.702 2.795
N 0.954 -1.905 1.971
C 0.272 -3.069 2.013
H 1.970 -4.636 4.487
H 3.247 -2.437 4.360
H 2.504 -0.735 2.679
H -0.549 -3.187 1.312

Density functional theory data (wB97M-V/def2-TZVPD) for 12 unconnected molecules or ions with the total composition C9H40F6O11P at a distorted geometry.

Results
- Charge: -1
- Frontier orbital gap: 10.625 eV
- Electronic energy: -58103.2059 eV
- F_max: 1.9 eV/A

Element x y z (Å)
P -0.829 0.078 0.005
F -2.009 -1.087 0.078
F -1.752 1.059 0.906
F -0.014 -0.500 1.301
F 0.262 1.351 -0.049
F -0.008 -0.852 -0.999
F -1.583 0.741 -1.290
C 3.088 3.609 -6.086
O 4.431 3.962 -6.120
H 2.436 4.404 -6.447
H 3.016 2.743 -6.745
H 2.860 3.322 -5.060
H 4.748 3.954 -7.026
C -0.767 7.305 -3.561
O -1.777 6.809 -4.413
H 0.026 7.701 -4.194
H -1.107 8.094 -2.890
H -0.322 6.561 -2.900
H -2.377 6.319 -3.846
C -1.553 -1.636 -7.436
O -2.215 -1.934 -8.635
H -2.044 -0.815 -6.913
H -1.425 -2.525 -6.818
H -0.549 -1.381 -7.774
H -1.871 -2.820 -8.770
C -5.083 -0.555 5.657
C -6.291 0.103 4.965
O -5.938 1.412 4.564
H -4.216 -0.650 5.004
H -5.355 -1.518 6.090
H -4.745 -0.080 6.578
H -7.142 0.204 5.638
H -6.568 -0.583 4.165
H -5.081 1.345 4.137
C 5.380 1.013 6.399
C 5.720 1.433 7.827
O 7.100 1.262 8.051
H 5.364 1.888 5.749
H 4.405 0.535 6.308
H 6.055 0.285 5.950
H 5.225 0.854 8.606
H 5.348 2.448 7.966
H 7.245 0.363 8.354
C -0.718 -7.151 0.943
C -0.433 -6.991 2.418
O 0.131 -8.223 2.927
H -1.115 -6.246 0.485
H -1.345 -7.983 0.620
H 0.153 -7.438 0.353
H -1.310 -6.878 3.055
H 0.265 -6.202 2.697
H 0.315 -8.039 3.851
O -5.153 4.441 -1.822
H -5.885 4.203 -1.253
H -4.565 3.686 -1.784
O 3.429 -2.788 -4.881
H 2.699 -2.398 -4.402
H 4.136 -2.148 -4.806
O 4.720 4.249 0.451
H 5.262 3.469 0.572
H 3.877 3.911 0.149
O -5.676 -3.451 -3.018
H -5.088 -2.891 -2.511
H -6.471 -2.928 -3.125
O 4.456 -2.392 1.116
H 4.557 -2.095 0.211
H 3.673 -1.940 1.430

Density functional theory data (wB97M-V/def2-TZVPD) for a molecular structure, C3H9N4 at a distorted geometry.

Results
- Charge: +1
- Frontier orbital gap (alpha / beta): 7.882 / 7.318 eV
- Electronic energy: -9204.1148 eV
- F_max: 9.8 eV/A
- Energy above the lowest of the compared OMol25 structures with the same formula, charge and spin: 71.35 kcal per mole
- 2S+1: 3

Element x y z (Å)
C -0.369 0.480 -0.447
C -0.865 0.613 -1.523
C 0.270 0.566 1.770
N 0.384 0.015 0.584
N -2.870 -0.513 0.556
N -3.257 -0.299 1.550
N 1.594 -1.929 -0.666
H -0.194 3.252 -0.557
H -1.493 0.858 -2.280
H 0.863 0.255 2.643
H -0.618 1.162 2.015
H 0.425 3.042 -1.037
H 2.328 -1.646 -1.277
H 1.225 -0.905 0.108
H 1.899 -2.861 -0.290
H 0.678 -2.091 -1.150

Density functional theory data (wB97M-V/def2-TZVPD) for 13 unconnected molecules or ions with the total composition C16H62N4O13 at a distorted geometry.

Results
- Charge: 0
- Frontier orbital gap: 8.306 eV
- Electronic energy: -50172.7454 eV
- F_max: 2.3 eV/A
- Energy above the lowest of the compared OMol25 structures with the same formula, charge and spin: 20.49 kcal per mole

Element x y z (Å)
C 23.706 -0.671 -25.399
C 23.713 -1.086 -26.845
C 23.200 0.090 -27.724
O 23.449 -0.061 -29.111
C 22.489 -0.864 -29.791
N 24.998 -1.633 -27.268
H 24.512 0.036 -25.186
H 23.874 -1.515 -24.730
H 22.784 -0.113 -25.240
H 22.971 -1.839 -27.135
H 23.811 0.983 -27.529
H 22.178 0.428 -27.516
H 22.517 -1.894 -29.422
H 22.650 -0.797 -30.861
H 21.496 -0.475 -29.530
H 25.733 -0.956 -27.093
H 24.983 -1.831 -28.260
C 16.378 -1.233 -20.451
C 16.105 -2.556 -19.715
C 15.611 -3.655 -20.606
O 15.097 -4.801 -19.952
C 13.869 -4.547 -19.334
N 17.407 -2.931 -19.084
H 16.618 -0.459 -19.730
H 15.546 -1.037 -21.131
H 17.229 -1.429 -21.116
H 15.403 -2.241 -18.937
H 16.401 -3.997 -21.273
H 14.821 -3.227 -21.244
H 13.794 -3.645 -18.720
H 13.584 -5.349 -18.650
H 13.071 -4.527 -20.087
H 17.487 -3.926 -18.927
H 18.154 -2.599 -19.678
C 24.127 5.008 -17.296
C 24.222 3.498 -17.624
C 23.108 2.697 -16.964
O 21.795 3.064 -17.408
C 20.857 2.325 -16.639
N 24.378 3.232 -19.063
H 24.568 5.124 -16.308
H 23.104 5.359 -17.442
H 24.744 5.576 -17.995
H 25.184 3.255 -17.148
H 23.173 2.741 -15.869
H 23.234 1.622 -17.154
H 21.120 1.319 -16.313
H 19.878 2.391 -17.110
H 20.693 2.854 -15.685
H 23.842 3.994 -19.484
H 23.764 2.420 -19.147
C 21.405 2.082 -20.952
C 20.549 0.828 -21.094
C 21.180 -0.356 -21.869
O 20.549 -1.575 -21.443
C 21.343 -2.699 -21.777
N 19.838 0.432 -19.820
H 21.915 2.118 -21.917
H 22.085 1.890 -20.125
H 20.720 2.906 -20.778
H 19.626 1.064 -21.638
H 22.223 -0.550 -21.580
H 21.162 -0.209 -22.949
H 22.106 -2.816 -20.997
H 21.767 -2.674 -22.779
H 20.787 -3.631 -21.657
H 19.660 -0.540 -20.062
H 20.412 0.334 -18.978
O 21.912 -1.040 -17.504
H 22.406 -1.673 -16.974
H 22.513 -0.794 -18.235
O 22.566 2.503 -24.572
H 22.232 3.088 -23.879
H 21.778 2.241 -25.062
O 18.836 -0.874 -23.863
H 19.220 -1.524 -23.256
H 19.563 -0.616 -24.438
O 21.520 6.272 -21.105
H 20.853 5.877 -20.510
H 21.622 7.177 -20.796
O 20.451 4.985 -18.779
H 20.369 5.683 -18.119
H 21.100 4.349 -18.398
O 24.824 -0.571 -21.716
H 24.504 -1.239 -22.335
H 25.782 -0.561 -21.836
O 23.795 -4.790 -22.970
H 23.827 -4.768 -23.934
H 24.590 -4.324 -22.689
O 17.498 1.490 -18.428
H 18.334 1.022 -18.640
H 17.658 2.405 -18.681
O 23.952 -0.190 -19.097
H 24.193 -0.336 -20.034
H 24.725 0.241 -18.713

Density functional theory data (wB97M-V/def2-TZVPD) for a molecular structure, C8H16AlFO10P at a distorted geometry.

Results
- Charge: -1
- Frontier orbital gap: 4.104 eV
- Electronic energy: -47631.1407 eV
- F_max: 4.5 eV/A
- Energy above the lowest of the compared OMol25 structures with the same formula, charge and spin: 69.99 kcal per mole

Element x y z (Å)
Al -0.840 0.394 -3.059
P 1.386 -0.125 -5.328
O 0.009 -0.813 -5.483
O 2.385 -0.642 -6.430
O 1.671 -0.568 -3.861
O 1.040 1.405 -5.215
F -0.849 -2.498 -2.404
C 3.725 -3.092 -1.104
C 2.954 -1.812 -0.908
O 2.053 -1.812 0.196
C 0.956 -0.988 0.079
O 0.791 -0.167 -0.805
O 0.154 -1.201 1.172
C 0.342 -2.262 2.158
H 4.457 -2.991 -1.905
H 3.040 -3.933 -1.209
H 4.197 -3.125 -0.122
H 2.424 -1.509 -1.811
H 3.689 -1.021 -0.762
H 0.089 -1.787 3.106
H 1.363 -2.638 2.228
H -0.377 -3.054 1.952
C -1.179 1.535 4.386
C -2.137 1.898 3.183
O -1.580 1.478 1.881
C -2.001 1.897 0.727
O -1.547 1.495 -0.367
O -3.054 2.749 0.847
C -3.656 3.428 -0.253
H -1.543 1.609 5.410
H -0.285 2.149 4.494
H -0.955 0.478 4.241
H -2.157 2.984 3.273
H -3.186 1.666 3.369
H -4.402 4.168 0.035
H -4.112 2.724 -0.949
H -2.868 3.983 -0.761